32
Properties=species:S:1:pos:R:3:forces:R:3:nbo_charge:R:1 method="wB97M-V/def2-TZVPD" total_charge=0 lumo_ev=0.3
O -0.17575 -2.82813 -6.54784 0.0667 -0.1999 -0.0511 -0.93
O 0.21127 2.63779 -7.64651 -0.1532 0.0517 0.1842 -0.93
O 1.04349 -2.39004 2.61288 -0.8037 -0.2910 0.1038 -0.54
O -4.23084 6.42421 -0.80473 0.0592 0.2212 0.1001 -0.94
O -2.28051 2.62257 -2.92840 -0.0893 0.1745 0.1885 -0.94
O -1.67736 -1.95935 -1.86709 0.0072 0.1647 -0.2320 -0.94
N 3.32172 0.09257 4.16559 -0.1313 0.0112 -0.4786 -0.83
C 1.19442 0.44667 2.96408 -1.0978 -0.6985 -0.5460 -0.62
C -0.09076 -2.82557 3.38100 0.8017 -0.3429 0.0465 -0.26
C 2.00578 -0.49972 3.84351 0.5893 0.6908 0.7155 -0.07
C 2.15817 -1.95306 3.38342 -0.5715 0.3601 -0.5333 -0.06
H -0.15202 -2.19215 -7.26283 0.0269 0.1106 -0.1970 0.46
H 0.26333 -3.60980 4.05011 -0.0905 0.0753 0.4808 0.17
H -2.18905 1.67152 -2.87034 0.0526 -0.2862 0.0848 0.47
H -0.59802 -2.03285 3.93090 0.2383 0.2138 0.1312 0.17
H 3.89554 -0.52904 4.71734 0.0308 -0.2718 0.0673 0.35
H 3.03789 -2.11519 2.76058 0.0158 0.2519 -0.1051 0.19
H 1.06305 1.47638 3.29655 0.5703 -0.0726 0.4595 0.21
H 2.27181 -2.55220 4.28686 0.0280 -0.3317 0.0703 0.16
H 0.17996 0.04799 2.96951 -0.2346 -0.0165 -0.0011 0.21
H 0.12957 1.77281 -8.04821 -0.0379 -0.2099 -0.0877 0.47
H -1.14384 -2.14648 -1.09471 0.2256 -0.0152 0.2012 0.47
H -0.57984 -2.35587 -5.81989 -0.0945 0.0782 0.2754 0.47
H -2.26454 2.80833 -3.86727 0.0385 0.1067 -0.2460 0.47
H -5.10533 6.31881 -1.17944 -0.2129 0.0069 -0.0930 0.47
H 1.48772 -0.57781 4.79934 -0.6293 0.0523 0.0752 0.15
H -2.50413 -2.41308 -1.70335 -0.2238 -0.1123 0.0059 0.47
H -3.85409 5.54448 -0.82350 0.1720 -0.2476 -0.0259 0.47
H 3.11758 0.87654 4.76877 0.2619 0.2762 0.0231 0.35
H 0.90529 3.06927 -8.14490 0.1810 0.1596 -0.0932 0.47
H 1.41486 0.48950 1.89746 0.6753 -0.1785 0.0962 0.22
H -0.85552 -3.31898 2.78118 0.3293 0.2688 -0.6194 0.19

32
Properties=species:S:1:pos:R:3:forces:R:3:nbo_charge:R:1 method="wB97M-V/def2-TZVPD" total_charge=0 lumo_ev=0.2
O 1.64592 -3.85863 2.10601 1.1535 0.6127 -0.8971 -0.94
O -1.06679 2.51009 -0.93541 0.1552 -2.2968 -1.3929 -1.00
O -2.57042 3.45087 1.04158 -0.3623 0.4621 1.0286 -0.94
O 1.07955 2.82405 0.56472 -0.2766 1.1734 0.0609 -0.98
O 2.38036 -1.80384 0.54627 1.7814 -0.4385 -1.0932 -0.98
O 2.81857 0.82090 -0.05595 -0.5178 -0.4292 -0.2019 -1.00
N -0.51163 -0.05204 0.04359 -2.0260 -0.3454 0.8468 -0.67
C -0.80215 -1.52392 -1.81055 -0.6828 -1.8808 -1.1365 -0.21
C -1.29016 -1.25884 -0.46535 -0.7185 2.0359 1.8609 -0.26
C -1.53003 -2.08966 -2.78208 0.5140 0.1296 0.7993 -0.37
C -0.96607 0.24206 1.42196 -0.5179 0.1832 1.2751 -0.45
H 0.12843 2.84783 0.31432 0.4194 -0.8709 -0.2197 0.50
H 0.27046 -1.47716 -1.90664 0.2584 0.7463 -0.4261 0.21
H -1.32481 1.27313 1.61608 0.5604 -0.5300 -0.3307 0.19
H -1.12069 -2.21878 -3.76041 0.2910 -0.3201 -0.4035 0.20
H 1.28182 3.73877 0.31489 0.5425 -0.1949 0.2943 0.47
H -2.48893 -2.55989 -2.59053 -0.3019 0.6701 -0.0799 0.19
H -3.07019 3.30062 0.24338 0.0675 -0.1365 -0.4044 0.47
H -0.54652 2.64756 -1.73193 0.1378 1.0179 -0.2762 0.48
H 0.47517 -0.24677 0.13171 0.0955 -0.3841 -0.4294 0.38
H 1.06480 -3.55775 1.39668 -0.4030 -0.1998 0.2333 0.46
H -1.75634 -0.37168 1.88574 -0.5533 -0.1561 -1.3384 0.20
H -0.26600 -0.05995 2.19172 1.1335 0.6401 -0.1123 0.21
H 3.20353 -2.21678 0.18898 -1.0079 -0.3128 0.4052 0.46
H 2.39918 1.63787 0.29019 0.2481 -0.1712 -0.1718 0.53
H 2.44824 -3.37311 1.77484 -0.9846 -0.6992 1.0618 0.47
H 3.76834 0.85564 -0.11611 0.3124 0.6509 0.1721 0.48
H -1.75038 2.97243 0.93184 -0.1270 0.0294 -0.2915 0.47
H -1.13974 -2.02647 0.28440 0.1505 -0.7844 -0.1528 0.19
H -0.97087 1.48685 -1.01190 -0.3609 1.1437 1.4385 0.51
H -2.41364 -1.00270 -0.37602 1.7628 -0.2597 -0.5052 0.21
H 2.62096 -0.91070 0.25398 -0.7432 0.9150 0.3867 0.50

33
Properties=species:S:1:pos:R:3:forces:R:3:nbo_charge:R:1 method="wB97M-V/def2-TZVPD" total_charge=0 lumo_ev=0.3
O -1.06911 0.33345 0.24324 -0.3199 0.5008 0.0774 -0.79
O -0.58341 1.31860 3.53244 0.1332 0.3198 -0.1444 -0.96
O 2.07790 2.46086 -1.05230 0.1634 0.4351 0.1156 -0.96
O 0.52174 -1.31073 2.12206 -0.4341 -0.2665 0.5376 -0.99
O 2.38147 1.27712 1.65736 -0.0270 0.0133 -0.1112 -0.97
O -0.50044 -2.91863 -0.16551 -0.6124 0.5514 -0.2349 -0.77
O 0.02947 2.99165 1.30347 -0.0850 -0.2768 -0.2267 -0.98
N -1.65389 -0.50903 -1.89953 -0.3428 0.5897 -0.4167 -0.64
C 0.71035 -1.37675 -1.61069 -0.5002 -0.2987 -0.1986 -0.45
C -0.30335 -0.56050 -2.42928 -0.0429 -0.8617 0.3655 -0.21
C 0.22916 -2.81000 -1.40867 0.0285 0.0901 0.8063 -0.06
C -1.89401 0.50166 -0.95993 0.7170 0.4681 1.0899 0.08
H 0.01343 -1.72443 1.40510 0.6050 0.3825 -0.1765 0.49
H 1.05311 -0.57304 1.79696 -0.0670 -0.1850 -0.3543 0.49
H 1.45756 2.94812 -0.48747 -0.1442 -0.2293 -0.2066 0.49
H -0.25814 3.30313 2.16587 0.0484 0.0492 0.0072 0.48
H 1.61807 1.68198 -1.37283 -0.1630 -0.0458 0.1785 0.47
H 0.06642 0.45284 -2.60043 -0.1821 -0.0323 -0.1585 0.19
H -0.78307 1.78568 4.34902 -0.1183 -0.2270 0.0533 0.48
H 2.55371 1.94321 0.96988 0.0594 -0.4789 0.0592 0.49
H -0.38767 -1.10617 -3.36960 0.1936 0.3601 -0.3784 0.19
H -1.57122 1.48401 -1.31712 -0.0894 -0.2097 -0.3229 0.17
H -2.93836 0.58560 -0.66432 -0.0991 -0.2586 -0.0990 0.17
H 1.58831 -1.44701 -2.24449 0.4716 0.1170 0.1196 0.21
H -1.99190 -1.40555 -1.58929 0.0046 -0.1836 0.0425 0.37
H -0.28200 2.06771 1.29486 -0.1559 0.2802 -0.2396 0.50
H -0.36627 -3.11742 -2.27611 -0.1257 -0.2018 0.1889 0.16
H -1.57180 -0.13127 0.91732 0.0357 -0.1792 -0.0232 0.47
H 0.94970 -0.95856 -0.63471 0.1381 0.1851 -0.1413 0.24
H 1.50069 1.52483 1.95988 0.1034 0.1844 0.2501 0.47
H -1.18016 0.56995 3.46201 0.0731 -0.1566 0.2154 0.49
H 1.06674 -3.46930 -1.28466 0.6001 -0.3480 -0.3897 0.18
H -0.48303 -3.81199 0.18745 0.1341 -0.0870 -0.2846 0.48

35
Properties=species:S:1:pos:R:3:forces:R:3:nbo_charge:R:1 method="wB97M-V/def2-TZVPD" total_charge=0 lumo_ev=0.0
O 1.43797 -1.99724 2.81456 -0.1678 -0.0891 -0.1592 -0.99
O 1.65170 2.44795 -1.50820 0.0927 -0.2156 0.3183 -0.69
O 0.45699 -1.72755 -2.61479 0.1192 0.0858 -0.0599 -0.98
O -0.81820 -3.03832 1.61983 -0.3121 0.0793 -0.2948 -0.99
O -1.58244 -2.11925 -0.87762 -0.1970 0.3148 0.2592 -0.79
O -1.39975 3.36644 -0.16157 0.4429 -0.0755 0.3755 -1.00
O -0.54746 3.08539 -2.75306 -0.0221 -0.4047 -0.1775 -0.99
O 1.53309 2.24217 0.69541 0.0805 -0.1264 0.2788 -0.73
O 2.53220 0.49418 2.49858 -0.2290 -0.3066 -0.0170 -0.98
N 0.93480 0.48133 -0.66374 -0.5248 -0.7154 0.3480 -0.66
C 1.38057 1.75009 -0.53670 0.3701 0.1828 -0.5168 0.91
C -1.31812 -0.05379 0.31634 0.0461 0.4623 -0.1309 -0.47
C 0.21031 -0.23769 0.36668 -0.2860 0.1596 0.3634 -0.22
C -1.97069 -0.70390 -0.88861 0.2821 -0.0718 0.0250 -0.08
H 3.46345 0.33987 2.31453 0.0065 0.0057 -0.0025 0.48
H 0.46660 -1.29756 0.30645 0.1615 0.1779 -0.0358 0.19
H -1.62954 -3.06827 2.14713 0.2663 0.0371 -0.2430 0.48
H -1.60375 -0.27993 -1.83200 -0.1145 0.0600 0.2020 0.20
H -0.27686 3.89491 -3.18465 -0.0182 0.2684 -0.1445 0.47
H 0.54078 0.12475 1.33475 -0.1007 -0.2054 -0.0284 0.22
H -0.52692 3.48518 0.27036 -0.7291 -0.0423 -0.6205 0.47
H -0.21771 -2.01649 -1.97182 0.2839 -0.2608 -0.1976 0.49
H 1.12946 -2.41695 -2.67032 -0.1983 0.1167 0.0916 0.48
H -2.26226 -2.64854 -1.29192 -0.2621 -0.1433 -0.2151 0.50
H -1.75883 -0.42399 1.24734 0.0505 -0.1988 -0.1179 0.21
H 2.11131 -0.40158 2.54612 0.3085 0.2951 0.1286 0.52
H 1.80363 1.57339 1.38588 -0.0983 0.1484 -0.3832 0.52
H 0.30682 2.68903 -2.45237 -0.2165 0.2456 -0.0798 0.50
H 0.65476 -2.36876 2.34147 0.2458 0.0953 0.3768 0.52
H -1.24543 3.32048 -1.13268 0.2785 0.1315 0.4486 0.50
H -1.53493 1.02213 0.30596 0.0124 -0.0870 -0.1634 0.27
H 1.36430 -2.26685 3.73563 -0.0438 -0.0228 -0.1115 0.48
H -1.07009 -2.68164 0.73084 -0.0409 -0.3543 0.6207 0.51
H 0.84441 0.04628 -1.57606 0.3619 0.5027 -0.1752 0.44
H -3.06016 -0.61527 -0.86177 0.1517 -0.0491 0.0381 0.19

Number 1: molecular weight 179.2 g/mol, orbital gap 9.647 eV. Number 2: molecular weight 179.2 g/mol, orbital gap 9.805 eV. Number 3: molecular weight 195.2 g/mol, orbital gap 9.583 eV. Number 4: molecular weight 227.2 g/mol, orbital gap 9.693 eV.